# 1
Formula: C33H44GeN4O7V
Source: OMol25
Level of theory: ωB97M-V/def2-TZVPD

Structure (XYZ):
```
90
Properties=species:S:1:pos:R:3:forces:R:3
V -0.394 -0.153 -0.423 -0.31 -0.74 -0.01
O 0.897 0.779 -1.328 0.11 0.01 0.08
C 1.253 2.007 -0.703 -0.07 0.13 -0.03
C -0.029 2.703 -0.285 0.01 -0.03 -0.05
N -0.881 1.746 0.479 -0.02 0.10 0.05
C -0.463 1.642 1.897 0.01 0.01 0.01
C 0.495 0.473 2.154 0.03 0.09 -0.02
O 1.240 0.478 3.092 0.00 -0.04 0.01
O 0.345 -0.528 1.297 0.16 0.16 0.00
C -2.336 1.970 0.296 0.03 0.02 0.00
C -2.970 0.732 -0.331 0.01 0.08 -0.05
O -4.071 0.318 -0.047 -0.01 0.01 -0.10
O -2.175 0.144 -1.213 -0.03 0.11 0.09
H 2.163 -0.010 -2.130 -0.31 0.08 0.16
H 1.809 2.638 -1.398 0.02 -0.02 0.00
H 1.906 1.806 0.151 0.05 0.02 0.04
H -0.575 2.982 -1.186 0.00 -0.02 0.00
H 0.166 3.603 0.304 0.00 0.01 -0.01
H -1.340 1.444 2.516 0.00 0.01 0.00
H -0.012 2.568 2.252 0.00 0.00 -0.01
H -2.503 2.797 -0.396 -0.03 0.02 0.03
H -2.838 2.214 1.230 0.01 -0.03 0.02
N -3.340 -2.079 -1.911 0.00 -0.04 -0.05
C -2.861 -3.486 -1.683 -0.01 0.00 -0.02
C -3.029 -3.894 -0.225 0.01 -0.02 0.00
C -1.915 -3.414 0.697 -0.01 -0.04 -0.04
N -1.943 -1.949 0.823 0.02 0.17 0.05
C -0.558 -3.876 0.175 -0.03 0.05 0.00
C -0.260 -3.441 -1.259 -0.07 0.01 -0.04
N 0.245 -2.048 -1.299 -0.04 0.20 0.24
C -1.440 -3.716 -2.203 0.01 -0.04 0.01
H -4.254 -1.923 -1.479 0.01 0.02 0.01
H -3.444 -1.898 -2.909 -0.01 0.00 0.01
H -2.733 -1.286 -1.535 -0.04 -0.03 0.00
H -3.537 -4.094 -2.285 0.01 -0.01 0.00
H -3.041 -4.985 -0.199 -0.01 0.00 0.01
H -4.006 -3.573 0.149 0.00 0.01 0.00
H -2.078 -3.887 1.671 0.00 0.01 0.00
H -1.316 -1.678 1.575 -0.01 -0.04 0.02
H -2.874 -1.641 1.096 -0.01 -0.01 0.01
H -0.534 -4.967 0.216 0.01 0.00 0.00
H 0.239 -3.524 0.835 0.00 0.00 0.00
H 0.555 -4.072 -1.622 0.00 -0.03 0.02
H 0.677 -1.868 -2.204 -0.08 -0.04 -0.02
H 1.050 -2.028 -0.656 0.22 -0.06 -0.29
H -1.396 -4.784 -2.426 0.00 0.00 -0.04
H -1.290 -3.213 -3.164 0.00 0.03 0.02
O 2.966 -1.734 -0.745 0.19 0.06 0.09
C 3.424 -1.422 -1.825 -0.14 -0.07 -0.14
O 2.824 -0.542 -2.635 0.39 -0.01 -0.04
C 4.673 -1.994 -2.425 0.04 -0.02 0.00
C 5.907 -1.117 -2.171 0.02 -0.04 0.04
Ge 5.969 0.807 -2.595 -0.02 0.02 -0.02
C 7.858 1.259 -2.400 0.01 0.04 -0.02
C 8.782 0.742 -3.310 0.01 0.01 0.00
C 10.132 1.041 -3.202 0.00 0.00 0.00
C 10.578 1.867 -2.179 0.00 0.00 0.00
C 9.672 2.392 -1.270 0.00 0.00 0.00
C 8.320 2.090 -1.382 0.00 -0.01 0.01
C 5.027 1.917 -1.287 -0.02 -0.04 0.04
C 4.996 1.560 0.063 -0.03 0.00 -0.01
C 4.555 2.453 1.032 -0.01 -0.04 0.02
C 4.145 3.727 0.663 -0.06 0.00 -0.03
C 4.148 4.092 -0.678 -0.03 -0.03 0.01
C 4.578 3.190 -1.643 0.07 0.00 0.01
C 5.461 1.292 -4.413 0.01 0.00 -0.03
C 4.601 0.542 -5.213 -0.06 -0.02 0.02
C 4.301 0.942 -6.509 0.00 0.01 0.00
C 4.852 2.108 -7.022 0.00 0.01 0.00
C 5.708 2.868 -6.239 0.00 0.00 0.00
C 6.014 2.458 -4.949 0.03 -0.02 -0.01
H 4.510 -2.115 -3.496 0.01 0.02 0.00
H 4.830 -2.977 -1.983 -0.01 -0.01 -0.01
H 6.744 -1.548 -2.725 0.02 0.02 0.02
H 6.191 -1.185 -1.117 -0.02 -0.01 0.00
H 8.446 0.109 -4.125 0.00 0.00 0.00
H 10.835 0.634 -3.917 0.00 0.00 0.00
H 11.631 2.103 -2.094 0.00 0.00 0.00
H 10.016 3.041 -0.475 0.00 0.00 0.00
H 7.622 2.512 -0.667 0.01 0.00 -0.01
H 5.343 0.581 0.376 -0.01 0.00 0.00
H 4.551 2.160 2.075 -0.01 0.00 -0.02
H 3.830 4.437 1.419 0.00 -0.01 0.00
H 3.832 5.086 -0.971 0.00 0.01 0.00
H 4.589 3.493 -2.685 0.00 0.00 -0.01
H 4.142 -0.358 -4.824 0.02 0.03 -0.01
H 3.637 0.343 -7.119 0.00 0.00 0.00
H 4.619 2.419 -8.032 0.00 0.00 0.00
H 6.147 3.774 -6.636 0.00 0.00 0.00
H 6.709 3.046 -4.359 0.00 0.00 0.00
```
Positions in Å, forces in eV/Å.

**Charge**: +1
**Spin multiplicity**: 3
**Maximum force**: 0.81 eV Å⁻¹
**⟨S²⟩**: 2.010
**Highest occupied orbital energy (alpha / beta)**: -10.6194 / -10.6194 eV


# 2
Formula: C9H16N
Source: OMol25
Level of theory: ωB97M-V/def2-TZVPD

Structure (XYZ):
```
26
Properties=species:S:1:pos:R:3:forces:R:3
C 1.493 -1.928 -1.018 0.26 -0.31 -0.34
C -0.845 -1.155 -1.536 0.39 -1.14 0.72
C 0.066 -1.675 -0.606 0.81 1.40 0.12
C -2.170 -0.964 -1.170 0.01 0.68 -0.68
C -2.579 -1.166 0.142 0.70 -0.25 0.08
C -0.271 -1.756 0.757 -0.53 -0.59 -1.96
C -1.619 -1.591 1.058 0.10 -0.41 1.12
H -0.467 -1.057 -2.544 -0.41 0.12 -0.24
H -2.828 -0.650 -1.970 -0.37 0.04 0.27
H 1.856 -2.822 -0.511 0.26 0.21 0.10
H 2.155 -1.077 -0.821 -0.02 -0.12 0.39
H -3.593 -1.056 0.492 -0.18 -0.02 -0.29
H 0.502 -2.123 1.414 -0.31 -0.04 0.49
H -1.938 -1.942 2.032 -0.15 0.50 0.21
H 1.642 -2.105 -2.085 -0.43 -0.07 0.00
C 0.481 2.506 0.910 0.74 0.97 -1.01
C 1.992 2.429 0.772 -0.49 0.49 -0.18
N -0.199 1.402 0.154 0.36 0.52 0.31
H 0.189 2.570 1.927 -0.46 -0.68 0.94
H 0.130 3.442 0.481 -0.10 0.01 -0.19
H 2.405 3.302 1.275 0.14 -0.15 0.09
H 2.309 2.487 -0.265 0.00 -0.05 -0.19
H 0.391 0.567 0.098 -0.20 -0.17 -0.06
H -1.067 1.119 0.592 -0.46 -0.33 0.09
H -0.416 1.715 -0.790 0.03 -0.21 -0.10
H 2.379 1.529 1.212 0.30 -0.41 0.32
```
Positions in Å, forces in eV/Å.

**Charge**: +1
**Maximum force**: 2.12 eV Å⁻¹
**Highest occupied orbital energy**: -12.9089 eV


# 3
Formula: C6H12O
Source: OMol25
Level of theory: ωB97M-V/def2-TZVPD

Structure (XYZ):
```
19
Properties=species:S:1:pos:R:3:forces:R:3
C 3.221 -0.290 0.260 -0.01 0.12 0.13
C 2.035 0.342 -0.477 -0.10 -0.28 -0.09
O 1.228 1.224 0.264 -0.90 -0.38 0.32
C -0.262 0.104 0.260 0.18 0.00 -0.13
C -1.692 -0.166 0.640 0.28 0.52 0.39
C -2.632 -0.515 -0.538 0.12 0.00 -0.06
C -2.804 0.750 0.219 -0.10 0.30 0.09
H 3.598 -1.147 -0.318 -0.09 0.25 0.10
H 4.055 0.399 0.418 -0.17 0.03 0.02
H 2.897 -0.663 1.238 0.05 0.06 -0.09
H 1.394 -0.515 -0.753 0.42 -0.07 -0.31
H 2.349 0.743 -1.457 -0.07 0.35 0.39
H -0.204 0.336 -0.782 -0.02 -0.83 -0.46
H 0.402 -0.533 0.807 -0.08 -0.83 -0.55
H -1.864 -0.798 1.512 0.18 0.46 -0.05
H -2.239 -0.479 -1.552 0.06 0.09 0.26
H -3.366 -1.308 -0.390 0.36 0.17 0.16
H -2.476 1.669 -0.251 -0.16 -0.03 0.02
H -3.641 0.844 0.900 0.03 0.05 -0.13
```
Positions in Å, forces in eV/Å.

**Maximum force**: 1.02 eV Å⁻¹
**Highest occupied orbital energy**: -9.2463 eV


# 4
Formula: C29H41ClCrN7O7Si2
Source: OMol25
Level of theory: ωB97M-V/def2-TZVPD

Structure (XYZ):
```
88
Properties=species:S:1:pos:R:3:forces:R:3
Cr -0.266 -0.112 0.036 -0.59 -0.70 -0.64
C 3.410 -0.144 -2.032 0.02 0.06 0.06
C 2.484 -0.228 -0.846 0.04 -0.08 -0.05
O 1.240 -0.040 -1.114 -0.02 0.56 0.31
C 3.003 -0.470 0.407 -0.02 -0.08 -0.07
C 2.246 -0.505 1.602 0.04 -0.06 0.08
C 2.984 -0.554 2.910 -0.02 0.03 -0.03
N 0.946 -0.472 1.584 0.19 -0.19 0.24
N 0.317 -0.438 2.838 -0.03 0.15 -0.11
C -0.967 -0.371 2.675 -0.05 -0.05 0.14
O -1.586 -0.359 1.544 0.09 0.16 0.13
C -1.815 -0.273 3.903 0.07 0.01 -0.05
C -3.199 -0.322 3.778 0.00 -0.03 0.01
C -4.012 -0.198 4.897 0.01 0.00 0.01
C -3.448 -0.014 6.151 0.00 0.01 0.00
C -2.064 0.048 6.279 -0.02 0.00 0.01
C -1.252 -0.082 5.164 -0.01 -0.01 0.00
H 2.826 -0.158 -2.949 -0.02 0.00 -0.01
H 4.118 -0.975 -2.030 0.02 0.01 0.00
H 3.967 0.793 -1.977 -0.01 0.00 -0.03
H 4.080 -0.518 0.496 0.01 -0.03 -0.01
H 4.023 -0.836 2.743 0.01 0.02 0.00
H 2.509 -1.247 3.602 0.01 -0.01 0.00
H 2.952 0.441 3.359 0.00 0.01 0.02
H -3.614 -0.465 2.789 -0.01 0.00 -0.01
H -5.090 -0.245 4.788 0.00 -0.01 0.00
H -4.081 0.080 7.026 0.00 0.02 0.00
H -1.618 0.209 7.254 0.00 -0.02 0.00
H -0.174 -0.031 5.240 0.01 0.00 0.00
C -3.499 2.515 -2.542 -0.03 -0.03 -0.03
Si -1.695 1.912 -2.374 -0.04 0.05 -0.18
C -0.955 1.745 -4.101 0.03 -0.07 0.00
C -0.857 3.418 -1.647 0.09 -0.13 0.14
N -1.548 0.413 -1.512 -0.08 0.01 0.38
C -2.082 -0.727 -2.098 0.03 0.03 0.01
C -2.961 -0.742 -3.188 -0.01 0.00 -0.03
C -3.505 -1.915 -3.704 -0.01 0.00 -0.01
C -3.176 -3.124 -3.123 -0.01 -0.02 0.00
C -2.283 -3.142 -2.054 -0.01 0.01 0.01
C -1.699 -1.982 -1.534 0.17 -0.06 -0.12
N -0.765 -1.954 -0.505 -0.06 0.30 0.15
Si -0.324 -3.439 0.263 -0.06 -0.13 0.09
C -1.814 -4.238 1.118 -0.05 0.01 -0.05
C 0.460 -4.665 -0.953 -0.03 -0.01 -0.04
C 0.961 -3.397 1.625 0.03 0.15 0.01
H -3.544 3.317 -3.286 0.01 0.03 -0.01
H -3.814 2.936 -1.585 -0.01 0.03 0.02
H -4.226 1.753 -2.824 -0.01 -0.01 0.00
H -1.207 2.604 -4.729 0.00 0.03 0.00
H -1.267 0.834 -4.611 0.01 -0.01 -0.03
H 0.132 1.712 -3.991 0.02 0.02 0.00
H -0.655 4.108 -2.472 -0.04 0.03 -0.02
H 0.102 3.188 -1.190 0.08 0.03 -0.05
H -1.486 3.930 -0.917 -0.02 0.03 0.00
H -3.232 0.191 -3.658 -0.02 0.00 -0.02
H -4.181 -1.869 -4.551 -0.01 0.01 0.00
H -3.595 -4.054 -3.491 0.01 -0.01 0.00
H -2.031 -4.099 -1.625 -0.01 -0.04 0.01
H -2.626 -4.494 0.438 -0.03 0.00 -0.01
H -2.205 -3.510 1.834 0.00 0.00 0.04
H -1.526 -5.138 1.668 0.03 -0.02 0.01
H -0.200 -5.017 -1.743 -0.01 -0.01 -0.04
H 0.832 -5.536 -0.405 0.02 -0.01 0.02
H 1.313 -4.179 -1.433 0.03 0.01 0.01
H 0.639 -2.827 2.496 0.00 -0.02 0.04
H 1.911 -2.987 1.282 0.03 -0.06 -0.02
H 1.121 -4.436 1.931 -0.02 -0.04 -0.02
C 1.628 4.625 2.721 0.02 -0.04 0.07
N 0.429 3.897 2.339 -0.04 0.04 -0.12
C -0.807 4.328 2.643 0.01 0.01 -0.01
C -1.899 3.662 2.217 0.04 -0.06 0.03
C -1.674 2.546 1.342 -0.07 0.08 -0.07
N -0.471 2.070 1.083 0.03 -0.13 -0.03
C 0.632 2.654 1.682 -0.03 0.02 0.02
O 1.747 2.201 1.689 0.03 0.04 -0.07
N -2.748 2.036 0.705 -0.01 -0.16 0.14
H 1.351 5.660 2.924 0.02 0.00 0.00
H 2.342 4.578 1.901 0.00 0.04 -0.02
H 2.085 4.181 3.608 0.01 -0.01 0.00
H -0.869 5.235 3.231 0.01 -0.01 0.00
H -2.898 3.994 2.454 -0.01 0.04 -0.04
H -3.634 2.115 1.172 0.00 0.10 -0.06
H -2.599 1.189 0.154 0.05 0.00 -0.03
O 4.638 2.945 -0.986 -0.02 0.02 0.00
Cl 3.418 3.694 -1.197 -0.15 -0.01 0.06
O 3.309 4.728 -0.180 -0.01 -0.02 0.01
O 3.460 4.322 -2.499 0.01 0.00 -0.02
O 2.278 2.809 -1.113 0.38 0.22 -0.12
```
Positions in Å, forces in eV/Å.

**Charge**: -2
**Spin multiplicity**: 2
**Maximum force**: 1.12 eV Å⁻¹
**⟨S²⟩**: 0.766
**Highest occupied orbital energy (alpha / beta)**: -1.3041 / -1.3487 eV


# 5
Formula: C20H20BrN3O3S
Source: OMol25
Level of theory: ωB97M-V/def2-TZVPD

Structure (XYZ):
```
48
Properties=species:S:1:pos:R:3:forces:R:3
O -2.421 1.209 -1.042 -0.04 0.08 -0.09
C -1.683 0.303 -1.348 -0.02 0.03 0.01
N -1.379 -0.766 -0.542 0.10 0.02 0.06
C -1.816 -1.070 0.747 -0.26 -0.02 0.16
S -2.079 -2.673 1.059 -0.02 -0.72 0.03
N -1.946 -0.098 1.651 0.08 -0.19 -0.47
C -2.345 -0.423 3.001 -0.04 -0.22 0.48
C -1.096 -0.451 3.892 -0.20 0.00 0.23
N -0.227 0.694 3.652 0.08 -0.10 -0.05
C 1.167 0.427 3.336 -0.02 0.14 0.03
C 1.498 0.193 1.877 0.18 0.16 0.03
C 1.986 1.241 1.106 -0.03 -0.10 0.22
C 2.285 1.100 -0.247 0.00 -0.19 -0.34
C 2.083 -0.140 -0.800 -0.12 -0.40 0.28
C 1.596 -1.201 -0.036 0.29 0.41 -0.15
C 1.300 -1.064 1.297 0.13 -0.16 -0.28
O 1.469 -2.309 -0.837 -0.37 0.11 0.52
C 2.051 -1.955 -2.071 0.44 -0.81 -0.99
O 2.292 -0.565 -2.089 -0.07 0.51 0.27
C -0.865 1.726 2.876 -0.12 -0.09 -0.08
C -1.405 1.239 1.512 0.13 0.75 -0.10
C -0.939 0.239 -2.643 0.05 0.07 -0.33
C -1.004 -0.868 -3.481 -0.04 0.09 0.13
C -0.271 -0.887 -4.656 0.01 -0.01 -0.01
C 0.553 0.176 -4.986 0.03 0.05 -0.01
C 0.609 1.271 -4.141 0.01 0.13 0.01
Br 1.752 2.724 -4.567 -0.07 -0.10 0.03
C -0.144 1.325 -2.983 -0.04 0.00 -0.06
H -0.964 -1.575 -0.993 -0.02 0.16 0.13
H -3.056 0.332 3.343 0.02 -0.01 -0.03
H -2.831 -1.399 3.006 0.02 0.22 0.04
H -0.555 -1.382 3.707 -0.04 -0.01 -0.01
H -1.410 -0.445 4.944 -0.08 -0.19 -0.08
H 1.476 -0.435 3.929 0.05 0.06 0.02
H 1.738 1.295 3.686 0.11 -0.13 -0.03
H 2.147 2.204 1.568 0.02 0.11 0.10
H 2.667 1.919 -0.833 0.07 0.13 -0.11
H 0.933 -1.904 1.863 -0.09 -0.14 0.11
H 3.006 -2.495 -2.198 -0.18 0.16 0.13
H 1.373 -2.221 -2.892 0.11 0.11 0.24
H -0.150 2.531 2.703 -0.07 0.08 -0.02
H -1.685 2.133 3.475 0.04 0.13 -0.12
H -2.178 1.923 1.147 0.14 -0.06 0.04
H -0.596 1.220 0.780 -0.15 0.01 0.08
H -1.642 -1.703 -3.230 -0.07 -0.10 0.03
H -0.332 -1.739 -5.317 -0.02 -0.07 -0.06
H 1.143 0.155 -5.889 0.04 0.01 -0.06
H -0.107 2.188 -2.336 0.01 0.08 0.04
```
Positions in Å, forces in eV/Å.

**Structure (SMILES)**: O=C(NC(=S)N1CCN(Cc2ccc3c(c2)OCO3)CC1)c1cccc(Br)c1
**Maximum force**: 1.35 eV Å⁻¹
**Highest occupied orbital energy**: -8.2349 eV


# 6
Formula: ClHNO2P
Source: OMol25
Level of theory: ωB97M-V/def2-TZVPD

Structure (XYZ):
```
6
Properties=species:S:1:pos:R:3:forces:R:3
O -1.758 -0.729 -1.342 -2.07 -1.70 -0.82
P -3.234 -0.620 -1.228 1.65 -0.18 -0.43
Cl -3.375 0.391 0.493 -0.78 0.63 1.07
N -0.192 0.558 -0.801 3.27 1.73 0.21
O 0.992 0.249 -0.971 -3.43 0.44 1.49
H -0.536 0.674 0.277 1.37 -0.92 -1.52
```
Positions in Å, forces in eV/Å.

**Structure (SMILES)**: O=PCl.N=O
**Maximum force**: 3.77 eV Å⁻¹
**Highest occupied orbital energy (alpha / beta)**: -8.7310 / -8.7297 eV


Among the records above, which one has the highest maximum force?
ClHNO2P


Copy entry 3 word for word.
Formula: C6H12O
Source: OMol25
Level of theory: ωB97M-V/def2-TZVPD

Structure (XYZ):
```
19
Properties=species:S:1:pos:R:3:forces:R:3
C 3.221 -0.290 0.260 -0.01 0.12 0.13
C 2.035 0.342 -0.477 -0.10 -0.28 -0.09
O 1.228 1.224 0.264 -0.90 -0.38 0.32
C -0.262 0.104 0.260 0.18 0.00 -0.13
C -1.692 -0.166 0.640 0.28 0.52 0.39
C -2.632 -0.515 -0.538 0.12 0.00 -0.06
C -2.804 0.750 0.219 -0.10 0.30 0.09
H 3.598 -1.147 -0.318 -0.09 0.25 0.10
H 4.055 0.399 0.418 -0.17 0.03 0.02
H 2.897 -0.663 1.238 0.05 0.06 -0.09
H 1.394 -0.515 -0.753 0.42 -0.07 -0.31
H 2.349 0.743 -1.457 -0.07 0.35 0.39
H -0.204 0.336 -0.782 -0.02 -0.83 -0.46
H 0.402 -0.533 0.807 -0.08 -0.83 -0.55
H -1.864 -0.798 1.512 0.18 0.46 -0.05
H -2.239 -0.479 -1.552 0.06 0.09 0.26
H -3.366 -1.308 -0.390 0.36 0.17 0.16
H -2.476 1.669 -0.251 -0.16 -0.03 0.02
H -3.641 0.844 0.900 0.03 0.05 -0.13
```
Positions in Å, forces in eV/Å.

**Maximum force**: 1.02 eV Å⁻¹
**Highest occupied orbital energy**: -9.2463 eV


Repeat the second record exactly.
Formula: C9H16N
Source: OMol25
Level of theory: ωB97M-V/def2-TZVPD

Structure (XYZ):
```
26
Properties=species:S:1:pos:R:3:forces:R:3
C 1.493 -1.928 -1.018 0.26 -0.31 -0.34
C -0.845 -1.155 -1.536 0.39 -1.14 0.72
C 0.066 -1.675 -0.606 0.81 1.40 0.12
C -2.170 -0.964 -1.170 0.01 0.68 -0.68
C -2.579 -1.166 0.142 0.70 -0.25 0.08
C -0.271 -1.756 0.757 -0.53 -0.59 -1.96
C -1.619 -1.591 1.058 0.10 -0.41 1.12
H -0.467 -1.057 -2.544 -0.41 0.12 -0.24
H -2.828 -0.650 -1.970 -0.37 0.04 0.27
H 1.856 -2.822 -0.511 0.26 0.21 0.10
H 2.155 -1.077 -0.821 -0.02 -0.12 0.39
H -3.593 -1.056 0.492 -0.18 -0.02 -0.29
H 0.502 -2.123 1.414 -0.31 -0.04 0.49
H -1.938 -1.942 2.032 -0.15 0.50 0.21
H 1.642 -2.105 -2.085 -0.43 -0.07 0.00
C 0.481 2.506 0.910 0.74 0.97 -1.01
C 1.992 2.429 0.772 -0.49 0.49 -0.18
N -0.199 1.402 0.154 0.36 0.52 0.31
H 0.189 2.570 1.927 -0.46 -0.68 0.94
H 0.130 3.442 0.481 -0.10 0.01 -0.19
H 2.405 3.302 1.275 0.14 -0.15 0.09
H 2.309 2.487 -0.265 0.00 -0.05 -0.19
H 0.391 0.567 0.098 -0.20 -0.17 -0.06
H -1.067 1.119 0.592 -0.46 -0.33 0.09
H -0.416 1.715 -0.790 0.03 -0.21 -0.10
H 2.379 1.529 1.212 0.30 -0.41 0.32
```
Positions in Å, forces in eV/Å.

**Charge**: +1
**Maximum force**: 2.12 eV Å⁻¹
**Highest occupied orbital energy**: -12.9089 eV